Entry 1:
A molecular structure, C22H34As2AuN2O2S. Source: the Open Molecules 2025 dataset; level of theory: ωB97M-V/def2-TZVPD.

- HOMO level (alpha / beta): -16.70 / -16.68 eV
- Total charge: +3
- Calculated total energy: -6123.096025 a.u.
- Relative energy (zero: lowest compared OMol25 entry of this formula, charge and spin): 163.1 kJ/mol
- Spin multiplicity: 3
- <S²>: 2.013

XYZ file:
```
64
C22H34As2AuN2O2S ωB97M-V/def2-TZVPD
Au 0.21 -0.31 -0.11
O -6.83 -0.69 -3.10
C -6.45 -1.60 -2.22
O -7.03 -2.64 -2.06
C -5.20 -1.35 -1.40
C -5.17 -1.87 -0.11
C -4.04 -1.75 0.67
C -2.90 -1.13 0.16
C -2.93 -0.62 -1.14
C -4.07 -0.72 -1.92
N -1.69 -0.99 0.88
C -1.57 -1.29 2.12
C -0.32 -1.08 2.83
C -0.22 -1.36 4.19
C 0.99 -1.11 4.84
C 2.05 -0.59 4.11
C 1.87 -0.33 2.76
N 0.72 -0.58 2.15
H -6.37 0.16 -3.05
H -6.04 -2.38 0.28
H -4.06 -2.18 1.66
H -2.04 -0.14 -1.55
H -4.07 -0.33 -2.92
H -2.39 -1.69 2.70
H -1.07 -1.76 4.73
H 1.09 -1.32 5.89
H 3.00 -0.38 4.58
H 2.66 0.10 2.16
C 0.21 -3.42 -3.67
C 1.44 -3.28 -2.78
As 1.20 -2.63 -0.94
C 0.33 -4.03 0.13
C -1.11 -4.35 -0.27
C 3.05 -2.51 -0.32
C 3.62 -3.88 0.05
H 0.53 -3.77 -4.65
H -0.29 -2.46 -3.81
H -0.51 -4.13 -3.28
H 2.18 -2.62 -3.22
H 1.91 -4.26 -2.61
H 0.38 -3.70 1.17
H 0.97 -4.91 0.02
H -1.73 -3.46 -0.32
H -1.54 -5.03 0.45
H -1.14 -4.84 -1.24
H 3.09 -1.84 0.54
H 3.61 -2.05 -1.13
H 3.17 -4.28 0.95
H 4.69 -3.78 0.23
H 3.50 -4.61 -0.76
C -0.03 1.74 -4.18
As 0.85 2.55 -2.66
C -0.41 3.61 -1.65
C 2.27 3.67 -3.28
S 1.77 0.93 -1.50
H -0.56 2.52 -4.73
H -0.74 0.98 -3.85
H 0.72 1.29 -4.82
H -0.86 4.31 -2.35
H 0.12 4.16 -0.88
H -1.19 2.99 -1.21
H 1.84 4.37 -4.01
H 3.05 3.08 -3.76
H 2.70 4.23 -2.45
```

Löwdin atomic charge list, values in e, 6 entries:
1. Au 0.671
2. O 0.170
3. C -0.479
4. O 0.178
5. C -0.089
6. C 0.039

---

Entry 2:
A molecular structure, C22H34AuCl5NSSi3. Source: the Open Molecules 2025 dataset; level of theory: ωB97M-V/def2-TZVPD.

- HOMO level: -11.77 eV
- Total charge: +1
- Calculated total energy: -4616.674012 a.u.
- Relative energy (zero: lowest compared OMol25 entry of this formula, charge and spin): 0.0 kJ/mol
- Spin multiplicity: 1

XYZ file:
```
67
C22H34AuCl5NSSi3 ωB97M-V/def2-TZVPD
Au 0.24 0.14 -1.17
C 1.87 -2.82 0.79
Si 0.19 -2.08 1.18
C -1.02 -3.10 0.20
C -0.13 -2.51 2.98
C 0.05 -0.15 0.91
Si -1.46 0.58 1.87
C -1.76 2.41 1.58
C -3.02 -0.42 1.59
C -1.12 0.55 3.72
Si 1.64 0.65 1.56
C 1.65 2.51 1.64
C 2.28 0.00 3.19
C 2.88 0.06 0.24
C 4.25 -0.06 0.43
C 5.04 -0.63 -0.55
C 4.44 -1.07 -1.72
C 3.08 -0.90 -1.87
N 2.32 -0.34 -0.92
H 1.83 -3.86 1.16
H 2.72 -2.35 1.28
H 2.08 -2.88 -0.28
H -0.97 -4.12 0.61
H -0.76 -3.17 -0.86
H -2.05 -2.77 0.28
H 0.08 -3.57 3.10
H -1.17 -2.35 3.27
H 0.51 -1.97 3.69
H -1.11 2.88 0.85
H -1.61 2.94 2.52
H -2.79 2.59 1.27
H -3.31 -0.51 0.55
H -3.84 0.08 2.11
H -2.94 -1.43 2.01
H -0.31 1.24 3.99
H -0.91 -0.42 4.16
H -2.02 0.94 4.20
H 0.91 2.87 2.37
H 1.45 3.00 0.69
H 2.64 2.83 1.99
H 1.55 0.12 3.99
H 3.17 0.57 3.49
H 2.56 -1.05 3.15
H 4.68 0.26 1.37
H 6.11 -0.73 -0.41
H 5.01 -1.53 -2.51
H 2.59 -1.23 -2.77
Cl -2.77 -1.40 -1.96
C -2.76 0.32 -1.86
C -1.59 0.98 -1.52
C -1.60 2.37 -1.62
Cl -0.12 3.25 -1.39
C -2.76 3.09 -1.91
Cl -2.73 4.80 -1.96
C -3.94 2.40 -2.16
Cl -5.39 3.26 -2.48
C -3.94 1.01 -2.16
Cl -5.38 0.15 -2.51
C -0.23 -1.30 -4.28
S 0.59 0.14 -3.58
C -0.32 1.44 -4.44
H -1.31 -1.25 -4.11
H 0.17 -2.19 -3.80
H -0.01 -1.33 -5.34
H -0.09 1.35 -5.50
H 0.03 2.40 -4.08
H -1.39 1.33 -4.28
```

Löwdin atomic charge list, values in e, 6 entries:
1. Au 1.000
2. C -0.169
3. Si 0.415
4. C -0.207
5. C -0.170
6. C -0.534

---

Entry 3:
A molecular structure, C22H34B2Cl2F4N6O6RbS2. Source: the Open Molecules 2025 dataset; level of theory: ωB97M-V/def2-TZVPD.

- HOMO level (alpha / beta): -10.59 / -10.58 eV
- Total charge: +1
- Calculated total energy: -3828.457274 a.u.
- Relative energy (zero: lowest compared OMol25 entry of this formula, charge and spin): 193.8 kJ/mol
- Spin multiplicity: 1

XYZ file:
```
79
C22H34B2Cl2F4N6O6RbS2 ωB97M-V/def2-TZVPD
Rb 0.79 0.69 1.64
C -2.74 -2.87 -0.98
C -1.63 -2.15 -0.25
N -1.23 -0.91 -0.54
O -2.02 -0.46 -1.57
B -2.99 0.56 -1.13
F -3.46 1.25 -2.26
F -4.08 -0.05 -0.48
O -2.43 1.68 -0.25
N -1.90 1.35 0.97
C -2.81 1.35 1.92
C -4.20 1.94 1.63
C -2.52 0.58 3.22
N -1.27 0.35 3.45
O -1.00 -0.71 4.24
B -1.08 -2.13 3.76
F -0.89 -2.87 4.85
F -2.37 -2.30 3.16
O 0.02 -2.46 2.80
N -0.15 -1.96 1.54
C -0.95 -2.74 0.85
C -1.11 -4.20 1.16
C -3.56 0.16 4.21
H -2.69 -2.90 -2.08
H -3.70 -2.50 -0.60
H -2.80 -3.84 -0.56
H -4.13 2.53 0.71
H -4.52 2.58 2.46
H -4.94 1.14 1.54
H -0.17 -4.56 1.66
H -1.25 -4.71 0.21
H -1.92 -4.44 1.94
H -3.98 1.03 4.72
H -3.15 -0.61 4.92
H -4.48 -0.20 3.74
C 4.16 -1.15 4.80
S 4.54 0.10 3.61
C 4.69 1.58 4.59
O 3.35 0.33 2.75
H 5.21 -1.35 5.23
H 3.77 -2.05 4.34
H 3.59 -0.81 5.65
H 5.00 2.39 3.89
H 5.44 1.38 5.35
H 3.73 1.85 4.95
C -0.94 1.57 -4.75
C -0.33 2.67 -3.91
C -0.13 2.16 -2.50
N 0.70 0.96 -2.43
C 1.93 1.04 -1.89
S 2.54 2.25 -0.91
N 2.71 -0.11 -1.94
C 2.50 -1.31 -2.68
O 2.49 -2.36 -2.02
C 2.38 -1.24 -4.14
C 2.23 -2.47 -4.76
C 2.40 -2.57 -6.14
C 2.82 -1.46 -6.86
C 2.77 -0.20 -6.27
C 2.57 -0.07 -4.90
H -1.21 1.93 -5.74
H -1.83 1.14 -4.29
H -0.24 0.69 -4.91
H -1.05 3.54 -3.86
H 0.59 3.09 -4.32
H -1.08 1.86 -2.03
H 0.34 2.89 -1.86
H 0.36 0.15 -2.90
H 3.51 -0.04 -1.31
H 2.01 -3.30 -4.11
H 2.15 -3.54 -6.59
H 3.09 -1.54 -7.90
H 2.97 0.63 -6.94
H 2.55 0.94 -4.45
Cl -1.93 4.58 4.70
C -0.12 4.69 4.33
Cl 0.73 3.15 3.74
H 0.41 4.93 5.26
H -0.04 5.46 3.51
```

Löwdin atomic charge list, values in e, 6 entries:
1. Rb 0.786
2. C 0.042
3. C -0.165
4. N 0.189
5. O 0.068
6. B -1.071

---

Entry 4:
A molecular structure, C22H34B2Cl2F4N6O6RbS2. Source: the Open Molecules 2025 dataset; level of theory: ωB97M-V/def2-TZVPD.

- HOMO level (alpha / beta): -10.63 / -10.63 eV
- Total charge: +1
- Calculated total energy: -3828.507973 a.u.
- Relative energy (zero: lowest compared OMol25 entry of this formula, charge and spin): 60.7 kJ/mol
- Spin multiplicity: 1

XYZ file:
```
79
C22H34B2Cl2F4N6O6RbS2 ωB97M-V/def2-TZVPD
Rb 1.42 1.29 0.26
C 4.52 -2.78 1.61
C 3.81 -1.45 1.66
N 2.51 -1.28 1.61
O 1.86 -2.45 1.82
B 0.31 -1.95 1.96
F -0.44 -3.10 2.03
F 0.00 -1.11 0.88
O 0.24 -1.25 3.28
N 0.63 0.06 3.17
C 1.00 0.61 4.27
C 0.67 0.03 5.69
C 1.80 1.82 4.26
N 2.34 2.21 3.14
O 3.16 3.31 3.36
B 3.74 3.37 1.94
F 2.68 3.58 1.02
F 4.65 4.43 1.86
O 4.66 2.08 1.68
N 3.92 0.90 1.46
C 4.55 -0.20 1.73
C 6.05 -0.27 2.08
C 1.92 2.65 5.47
H 4.96 -2.79 0.59
H 3.91 -3.70 1.72
H 5.38 -2.92 2.29
H 1.64 -0.06 6.19
H 0.21 -0.94 5.53
H -0.06 0.72 6.21
H 6.18 -0.33 3.18
H 6.48 0.67 1.77
H 6.53 -1.15 1.66
H 0.92 3.11 5.68
H 2.68 3.45 5.36
H 2.09 2.05 6.30
C -3.10 -0.84 1.62
S -2.61 0.94 1.79
C -4.02 1.74 1.08
O -1.48 1.30 0.86
H -2.42 -1.29 0.80
H -4.13 -0.75 1.38
H -2.98 -1.23 2.63
H -4.86 1.05 1.00
H -3.84 2.11 0.10
H -4.27 2.61 1.73
C -1.81 2.25 -4.80
C -2.63 0.97 -4.53
C -2.28 0.38 -3.13
N -1.66 -0.97 -3.16
C -0.32 -1.21 -3.25
S 0.81 0.04 -2.99
N 0.04 -2.52 -3.45
C -0.71 -3.76 -3.35
O -0.27 -4.65 -2.60
C -1.83 -3.97 -4.31
C -2.49 -5.19 -4.36
C -3.64 -5.32 -5.12
C -3.96 -4.36 -5.99
C -3.27 -3.25 -6.13
C -2.16 -2.98 -5.29
H -2.00 2.57 -5.80
H -0.75 1.96 -4.80
H -1.95 3.10 -4.18
H -2.36 0.27 -5.34
H -3.72 1.15 -4.59
H -3.21 0.24 -2.56
H -1.62 1.08 -2.61
H -2.28 -1.76 -3.08
H 0.92 -2.68 -3.00
H -2.09 -5.96 -3.79
H -4.28 -6.20 -5.00
H -4.82 -4.58 -6.69
H -3.48 -2.45 -6.80
H -1.61 -2.11 -5.46
Cl 0.87 6.94 1.52
C -0.73 7.18 2.23
Cl -2.10 6.78 1.15
H -0.98 8.25 2.43
H -0.90 6.52 3.13
```

Löwdin atomic charge list, values in e, 6 entries:
1. Rb 0.891
2. C 0.018
3. C -0.182
4. N 0.101
5. O 0.116
6. B -0.993

---

One value per record, in order, for max |F|: 0.024; 0.010; 0.061; 0.102 Eh/bohr.
One value per record, in order, for molecular weight: 737.404; 803.078; 796.674; 796.674 g/mol.